1.
20
Properties=species:S:1:pos:R:3:nbo_charge:R:1 method="wB97M-V/def2-TZVPD" lumo_ev=0.905 energy_ev=-8932.9574 molar_mass_g_mol=103.16 homo_ev=-8.3 relative_energy_ev=1.053 homo_lumo_gap_ev=9.25
C -2.600 -0.789 -0.368 -0.604
C -1.431 -0.440 0.593 -0.435
C -0.086 -0.802 0.052 -0.292
C 1.040 -0.158 0.386 0.166
C 2.414 -0.401 -0.210 -0.654
N 1.009 0.928 1.288 -0.838
H -2.386 -0.351 -1.338 0.218
H -3.509 -0.615 0.204 0.214
H -2.610 -1.873 -0.533 0.198
H -1.544 0.603 0.895 0.203
H -1.579 -1.046 1.499 0.200
H -0.060 -1.446 -0.820 0.207
H 2.952 -1.182 0.323 0.227
H 2.986 0.526 -0.215 0.214
H 2.308 -0.700 -1.254 0.227
H 1.934 1.259 1.524 0.373
H 0.458 0.803 2.119 0.380
O 0.275 2.015 -1.773 -0.940
H 0.535 1.195 -1.353 0.471
H -0.105 2.472 -1.019 0.466



2.
57
Properties=species:S:1:pos:R:3:nbo_charge:R:1 method="wB97M-V/def2-TZVPD" lumo_ev=-0.572 energy_ev=-81934.7480 molar_mass_g_mol=601.60 homo_ev=-11.0 relative_energy_ev=1.417 homo_lumo_gap_ev=10.42
Mg 7.235 -21.470 -6.027 1.798
P 8.872 -21.260 -9.223 2.616
F 9.239 -19.746 -8.884 -0.593
F 8.096 -21.254 -7.777 -0.661
F 7.409 -20.811 -9.740 -0.600
F 8.459 -22.783 -9.548 -0.566
F 9.506 -21.054 -10.647 -0.573
F 10.327 -21.671 -8.615 -0.586
P 6.725 -24.752 -6.008 2.599
F 8.221 -25.118 -6.534 -0.589
F 6.140 -25.084 -7.532 -0.582
F 6.612 -26.287 -5.640 -0.575
F 5.224 -24.386 -5.462 -0.582
F 7.441 -24.300 -4.616 -0.587
F 6.866 -23.208 -6.523 -0.639
C 6.110 -22.394 -1.590 -0.745
C 6.317 -21.914 -2.944 0.489
N 6.537 -21.554 -3.990 -0.541
H 5.068 -22.262 -1.300 0.282
H 6.841 -21.935 -0.924 0.273
H 6.302 -23.464 -1.504 0.287
C 9.359 -28.212 -3.685 -0.720
C 10.310 -27.393 -2.887 0.293
N 11.103 -26.851 -2.268 -0.345
H 8.895 -27.680 -4.516 0.268
H 8.582 -28.526 -2.988 0.246
H 9.849 -29.136 -3.993 0.258
C 11.426 -23.325 -5.775 -0.743
C 10.220 -22.523 -5.663 0.529
N 9.233 -21.862 -5.549 -0.598
H 11.425 -24.228 -5.165 0.281
H 12.201 -22.644 -5.422 0.271
H 11.489 -23.632 -6.819 0.299
C 3.305 -24.334 -8.034 -0.704
C 3.806 -25.054 -9.265 0.291
N 4.226 -25.619 -10.182 -0.331
H 4.145 -23.691 -7.771 0.259
H 2.949 -24.963 -7.218 0.256
H 2.523 -23.649 -8.359 0.226
C 4.621 -26.884 -3.493 -0.732
C 3.918 -26.050 -2.545 0.306
N 3.337 -25.390 -1.752 -0.370
H 4.149 -27.859 -3.611 0.257
H 5.646 -27.032 -3.153 0.257
H 4.510 -26.357 -4.440 0.280
C 8.316 -27.459 -8.944 -0.721
C 9.671 -27.514 -9.541 0.296
N 10.725 -27.612 -10.015 -0.355
H 8.441 -27.229 -7.886 0.256
H 7.816 -28.423 -9.041 0.247
H 7.758 -26.627 -9.374 0.276
C 3.059 -20.205 -7.692 -0.748
C 4.283 -20.708 -7.140 0.490
N 5.321 -21.082 -6.697 -0.548
H 2.637 -20.846 -8.466 0.285
H 3.294 -19.209 -8.066 0.286
H 2.388 -19.970 -6.867 0.276



3.
10
Properties=species:S:1:pos:R:3:nbo_charge:R:1 method="wB97M-V/def2-TZVPD" lumo_ev="-1.163 / -0.847" energy_ev=-51030.2778 molar_mass_g_mol=187.39 homo_ev="-7.9 / -8.1" relative_energy_ev=5.795 homo_lumo_gap_ev="6.75 / 7.21"
C -0.039 0.789 -0.125 -0.226
C -0.665 -0.279 0.453 -0.525
C -1.075 1.789 -0.232 -0.262
C -3.649 -0.922 -0.074 -0.547
P -2.343 0.316 0.406 1.150
Cl -1.307 3.135 -1.239 0.083
Cl -3.605 -1.663 -1.588 0.029
Cl -2.846 0.777 2.191 -0.170
H 0.887 1.132 -0.415 0.229
H -0.122 -1.161 0.609 0.240



4.
16
Properties=species:S:1:pos:R:3:nbo_charge:R:1 method="wB97M-V/def2-TZVPD" lumo_ev=1.118 energy_ev=-6380.4484 molar_mass_g_mol=82.15 homo_ev=-8.0 relative_energy_ev=3.411 homo_lumo_gap_ev=9.11
C 0.964 1.720 0.656 -0.331
C 0.005 0.850 0.357 -0.034
C 0.142 0.565 -1.071 -0.197
C 0.214 -0.751 -1.217 -0.252
C 0.123 -1.497 0.108 -0.431
C -0.310 -0.417 1.126 -0.444
H 1.678 1.474 1.421 0.196
H 1.171 2.535 -0.028 0.194
H 0.243 1.349 -1.810 0.226
H 0.313 -1.231 -2.174 0.210
H 1.109 -1.901 0.377 0.211
H -0.573 -2.340 0.071 0.213
H 0.248 -0.421 2.068 0.214
H -1.369 -0.547 1.400 0.228
H -2.005 0.013 -0.877 0.013
H -1.952 0.598 -0.408 -0.017



5.
70
Properties=species:S:1:pos:R:3:nbo_charge:R:1 method="wB97M-V/def2-TZVPD" lumo_ev=0.144 energy_ev=-45213.1868 molar_mass_g_mol=503.60 homo_ev=-7.6 relative_energy_ev=1.095 homo_lumo_gap_ev=7.75
C -5.708 1.459 -3.025 -0.599
C -4.658 0.394 -3.340 -0.495
C -4.064 -0.206 -2.073 0.685
O -4.252 -1.350 -1.731 -0.593
N -3.329 0.697 -1.359 -0.650
C -2.540 0.401 -0.224 0.170
C -1.237 0.873 -0.228 -0.224
C -0.347 0.572 0.798 -0.104
C 1.034 1.058 0.788 0.167
N 1.933 0.209 1.170 -0.200
N 3.227 0.512 1.150 -0.226
C 4.098 -0.521 1.680 -0.318
C 3.884 -1.876 0.993 0.680
O 3.454 -2.817 1.632 -0.623
N 4.163 -1.957 -0.322 -0.437
C 4.868 -0.990 -1.132 -0.228
C 6.217 -1.563 -1.577 -0.403
C 6.016 -2.876 -2.327 -0.398
C 5.235 -3.849 -1.449 -0.406
C 3.919 -3.209 -1.014 -0.224
C 3.759 1.691 0.673 0.627
O 4.970 1.843 0.582 -0.639
C 2.764 2.700 0.320 -0.136
C 3.191 3.978 -0.048 -0.161
C 2.268 4.965 -0.305 -0.202
C 0.908 4.696 -0.167 -0.190
C 0.472 3.439 0.187 -0.210
C 1.392 2.405 0.404 0.009
C -0.786 -0.271 1.817 -0.151
C -2.090 -0.706 1.853 -0.251
C -3.024 -0.353 0.866 0.181
N -4.338 -0.758 0.945 -0.429
C -4.714 -1.868 1.792 -0.241
C -5.983 -2.504 1.215 -0.075
O -7.036 -1.571 1.133 -0.524
C -6.668 -0.511 0.284 -0.081
C -5.417 0.198 0.809 -0.244
H -6.126 1.854 -3.948 0.217
H -5.278 2.286 -2.463 0.199
H -6.517 1.030 -2.438 0.212
H -3.857 0.826 -3.946 0.210
H -5.116 -0.417 -3.906 0.234
H -3.065 1.543 -1.844 0.395
H -0.896 1.437 -1.086 0.208
H 3.856 -0.677 2.735 0.236
H 5.128 -0.168 1.588 0.255
H 5.038 -0.062 -0.591 0.238
H 4.256 -0.768 -2.015 0.186
H 6.724 -0.832 -2.209 0.212
H 6.836 -1.738 -0.695 0.200
H 6.982 -3.304 -2.600 0.210
H 5.459 -2.689 -3.249 0.193
H 5.028 -4.774 -1.989 0.211
H 5.820 -4.096 -0.561 0.204
H 3.373 -3.862 -0.332 0.249
H 3.295 -3.003 -1.892 0.184
H 4.253 4.161 -0.108 0.243
H 2.594 5.954 -0.592 0.220
H 0.189 5.485 -0.332 0.217
H -0.581 3.248 0.325 0.226
H -0.094 -0.551 2.595 0.231
H -2.410 -1.310 2.687 0.219
H -3.919 -2.613 1.789 0.218
H -4.913 -1.538 2.825 0.175
H -6.335 -3.311 1.860 0.192
H -5.754 -2.896 0.214 0.182
H -7.517 0.175 0.257 0.189
H -6.466 -0.901 -0.723 0.181
H -5.131 1.004 0.136 0.217
H -5.650 0.632 1.797 0.180



6.
148
Properties=species:S:1:pos:R:3:mulliken_charge:R:1 method="wB97M-V/def2-TZVPD" lumo_ev=-12.162 energy_ev=-141020.5903 molar_mass_g_mol=939.11 homo_ev=-21.1 charge=+6 relative_energy_ev=4.164 homo_lumo_gap_ev=8.95
As -0.254 -0.047 0.531 1.967
F -1.611 -0.801 -0.314 -0.466
F -0.886 1.507 -0.270 -0.404
F 1.027 0.849 1.336 -0.332
F 0.180 -1.651 1.137 -0.366
F 0.656 -0.210 -1.002 -0.393
F -1.348 0.222 1.940 -0.519
C -1.915 -8.441 3.780 -1.230
C -1.847 -7.856 2.395 -0.322
N -2.440 -6.542 2.259 0.198
C -3.635 -6.126 2.803 -0.497
C -3.852 -4.854 2.411 -0.278
N -2.813 -4.423 1.641 0.246
C -1.917 -5.574 1.516 -0.412
C -2.723 -3.282 0.902 -0.746
H -1.092 -9.127 3.978 0.358
H -2.872 -8.873 4.073 0.335
H -1.777 -7.582 4.437 0.384
H -2.169 -8.488 1.567 0.354
H -0.771 -7.804 2.228 0.328
H -4.324 -6.709 3.395 0.426
H -4.687 -4.172 2.462 0.498
H -1.055 -5.649 0.870 0.443
H -2.791 -2.449 1.602 0.395
H -3.622 -3.179 0.295 0.403
H -1.803 -3.098 0.349 0.072
C 0.910 3.431 -6.896 -0.915
C 1.383 4.256 -5.649 -0.441
N 1.590 3.577 -4.349 0.264
C 1.943 2.266 -4.104 -0.968
C 1.984 2.085 -2.704 -0.267
N 1.736 3.357 -2.116 0.282
C 1.530 4.272 -3.126 -0.299
C 1.463 3.599 -0.770 -0.457
H 0.327 2.574 -6.558 0.042
H 1.786 2.946 -7.325 0.395
H 0.445 4.010 -7.695 0.351
H 0.729 5.110 -5.469 0.385
H 2.362 4.680 -5.873 0.438
H 1.986 1.639 -4.982 0.485
H 2.096 1.254 -2.023 0.682
H 1.361 5.332 -3.006 0.475
H 1.527 2.686 -0.178 -0.313
H 0.475 4.050 -0.675 0.406
H 2.236 4.284 -0.419 0.404
C 1.193 6.496 5.664 -1.186
C 0.477 5.513 4.853 -0.607
N 1.403 4.535 4.340 0.349
C 1.562 3.280 4.841 -0.911
C 2.426 2.636 3.941 -0.389
N 2.829 3.496 2.973 0.386
C 2.225 4.715 3.188 -0.213
C 3.719 3.218 1.840 -1.016
H 0.503 7.077 6.276 0.408
H 1.860 7.120 5.069 0.362
H 1.700 5.943 6.454 0.358
H -0.130 5.907 4.039 0.412
H -0.327 4.978 5.359 0.247
H 1.006 2.916 5.692 0.507
H 2.747 1.606 3.881 0.789
H 2.243 5.602 2.573 0.445
H 3.426 2.293 1.342 0.315
H 4.746 3.036 2.157 0.405
H 3.608 4.024 1.115 0.335
C -2.899 2.248 -2.706 -1.350
N -2.822 1.265 -3.874 0.641
C -1.814 1.825 -4.871 -1.301
C -2.266 -0.086 -3.302 -1.127
C -4.301 1.048 -4.371 -0.563
C -4.434 0.169 -5.641 -0.518
O -5.779 -0.196 -5.885 -0.496
H -3.457 1.755 -1.910 0.627
H -3.516 3.109 -2.963 0.499
H -1.884 2.550 -2.449 0.262
H -2.232 2.789 -5.160 0.436
H -1.716 1.145 -5.717 0.564
H -0.804 1.934 -4.474 0.321
H -1.191 0.015 -3.151 0.174
H -2.300 -0.886 -4.042 0.481
H -2.635 -0.349 -2.310 0.405
H -4.781 1.986 -4.650 0.434
H -4.969 0.719 -3.575 0.387
H -3.990 -0.802 -5.422 0.193
H -3.868 0.627 -6.452 0.430
H -5.886 -0.262 -6.837 0.365
C -3.106 3.203 0.929 -1.355
N -4.194 2.955 1.975 0.100
C -5.510 3.791 1.712 -0.863
C -4.756 1.598 1.626 -1.148
C -3.732 2.951 3.397 -0.401
C -3.171 4.237 4.010 -0.488
O -3.888 5.416 3.960 -0.566
H -3.634 3.005 -0.004 0.425
H -2.306 2.530 1.238 0.536
H -2.842 4.261 0.929 0.408
H -6.283 3.574 2.450 0.383
H -5.988 3.673 0.740 0.407
H -5.144 4.790 1.948 0.446
H -5.468 1.247 2.373 0.472
H -4.014 0.811 1.759 0.414
H -5.215 1.454 0.648 0.419
H -2.900 2.253 3.489 0.148
H -4.524 2.387 3.890 0.543
H -2.381 4.362 3.270 0.032
H -2.864 4.122 5.049 0.567
H -4.626 5.402 4.574 0.355
C 3.009 -2.216 1.874 -1.088
N 4.080 -2.492 2.967 -0.088
C 3.348 -2.458 4.362 -0.744
C 4.528 -3.939 2.832 -0.848
C 5.322 -1.506 2.925 -0.909
C 5.029 -0.010 3.156 0.046
O 4.630 0.226 4.458 -0.543
H 3.631 -2.321 0.986 0.390
H 2.570 -1.219 1.910 0.220
H 2.233 -2.966 1.726 0.547
H 2.702 -3.300 4.113 0.506
H 2.805 -1.535 4.565 0.167
H 4.215 -2.534 5.018 0.386
H 3.666 -4.574 3.034 0.367
H 5.235 -4.110 3.644 0.442
H 4.979 -4.142 1.861 0.387
H 5.769 -1.539 1.931 0.344
H 6.136 -1.892 3.539 0.543
H 4.389 0.475 2.419 -0.153
H 6.003 0.469 3.055 0.571
H 4.926 1.046 4.858 0.365
C 3.243 -2.130 -3.395 -0.900
N 2.615 -3.507 -3.216 0.212
C 3.587 -4.372 -2.303 -0.697
C 1.314 -3.308 -2.642 -1.336
C 2.468 -4.157 -4.630 -0.619
C 1.991 -5.581 -4.604 -0.376
O 0.569 -5.444 -4.380 -0.499
H 2.594 -1.602 -4.093 0.425
H 4.278 -2.278 -3.703 0.473
H 3.063 -1.622 -2.447 0.228
H 3.305 -5.399 -2.071 0.329
H 3.622 -3.861 -1.340 0.187
H 4.544 -4.438 -2.821 0.407
H 0.583 -2.780 -3.255 0.552
H 1.459 -2.876 -1.652 0.323
H 0.777 -4.228 -2.410 0.431
H 3.507 -4.144 -4.960 0.473
H 1.864 -3.553 -5.308 0.384
H 2.444 -6.212 -3.840 0.240
H 2.256 -5.859 -5.624 0.433
H 0.061 -6.179 -4.732 0.332



7.
89
Properties=species:S:1:pos:R:3:mulliken_charge:R:1 method="wB97M-V/def2-TZVPD" lumo_ev=0.625 energy_ev=-89257.9577 molar_mass_g_mol=757.66 homo_ev=-9.1 relative_energy_ev=0.221 homo_lumo_gap_ev=9.71
F 0.088 -24.264 15.900 -0.352
C -0.932 -23.840 15.136 0.399
C -1.989 -23.215 15.748 -0.547
C -3.067 -22.767 14.976 -0.388
C -3.112 -23.051 13.617 -0.644
C -2.040 -23.738 13.041 -0.430
C -0.932 -24.099 13.776 0.118
H -1.932 -22.970 16.801 0.458
H -3.861 -22.208 15.452 0.386
H -3.966 -22.736 13.034 0.413
H -2.113 -23.994 11.991 0.473
H -0.129 -24.643 13.294 0.146
F 4.622 -24.120 9.785 -0.388
C 4.963 -23.168 10.667 0.078
C 4.174 -22.040 10.777 -0.418
C 4.517 -21.070 11.702 -0.462
C 5.626 -21.250 12.521 -0.516
C 6.414 -22.389 12.391 -0.419
C 6.090 -23.358 11.452 -0.320
H 3.285 -21.992 10.160 0.597
H 3.903 -20.184 11.784 0.397
H 5.842 -20.493 13.263 0.438
H 7.331 -22.480 12.958 0.456
H 6.757 -24.185 11.247 0.579
F 0.162 -22.532 3.665 -0.309
C 0.081 -22.417 5.000 0.319
C 0.295 -23.559 5.756 -0.400
C 0.265 -23.454 7.135 0.127
C 0.026 -22.225 7.751 -0.532
C -0.252 -21.107 6.984 -0.502
C -0.185 -21.208 5.593 -0.426
H 0.449 -24.539 5.328 0.445
H 0.445 -24.307 7.772 0.022
H -0.060 -22.114 8.826 0.468
H -0.447 -20.147 7.439 0.375
H -0.364 -20.299 5.033 0.386
F 2.695 -24.671 15.188 -0.272
C 3.440 -23.586 15.427 0.318
C 2.812 -22.364 15.600 -0.233
C 3.577 -21.233 15.838 -0.502
C 4.956 -21.327 15.957 -0.791
C 5.573 -22.552 15.750 -0.334
C 4.820 -23.692 15.501 -0.492
H 1.737 -22.264 15.535 0.363
H 3.046 -20.310 16.035 0.401
H 5.545 -20.428 16.089 0.444
H 6.648 -22.624 15.852 0.431
H 5.334 -24.641 15.443 0.638
F 5.223 -26.394 12.045 -0.115
C 6.043 -26.977 12.927 0.416
C 6.143 -28.349 12.956 -0.644
C 6.925 -28.951 13.939 -0.336
C 7.683 -28.192 14.828 -0.700
C 7.590 -26.801 14.741 -0.253
C 6.829 -26.197 13.766 -0.276
H 5.519 -28.919 12.278 0.444
H 6.997 -30.031 13.927 0.368
H 8.257 -28.748 15.554 0.389
H 8.217 -26.216 15.404 0.375
H 6.803 -25.122 13.633 0.344
F -0.364 -26.559 7.830 -0.291
C 0.429 -27.631 7.666 0.284
C 1.041 -28.180 8.782 -0.092
C 1.803 -29.343 8.656 -0.578
C 1.849 -29.965 7.416 -0.470
C 1.343 -29.332 6.285 -0.476
C 0.625 -28.152 6.407 -0.329
H 0.914 -27.660 9.723 0.413
H 2.326 -29.720 9.522 0.420
H 2.309 -30.943 7.337 0.368
H 1.456 -29.814 5.324 0.353
H 0.274 -27.636 5.523 0.395
F -0.446 -31.065 15.309 -0.320
C -1.089 -29.904 15.556 0.444
C -2.201 -29.906 16.358 -0.586
C -2.820 -28.683 16.638 -0.338
C -2.337 -27.513 16.076 -0.525
C -1.245 -27.557 15.205 0.264
C -0.602 -28.756 14.955 -0.652
H -2.566 -30.820 16.804 0.419
H -3.641 -28.632 17.340 0.361
H -2.690 -26.522 16.334 0.416
H -0.892 -26.660 14.714 0.126
H 0.294 -28.824 14.354 0.349
Cl 1.737 -27.009 12.592 -0.004
C 2.296 -25.620 11.628 -0.732
Cl 1.045 -24.914 10.580 -0.055
H 2.680 -24.870 12.309 0.335
H 3.090 -25.943 10.967 0.494



8.
11
Properties=species:S:1:pos:R:3:nbo_charge:R:1 method="wB97M-V/def2-TZVPD" lumo_ev=0.116 energy_ev=-8327.9355 molar_mass_g_mol=92.10 homo_ev=-10.0 relative_energy_ev=4.505 homo_lumo_gap_ev=10.13
C 2.546 -0.835 -0.338 -0.179
C 1.450 -0.423 0.113 -0.007
C 0.109 0.045 0.559 -0.463
C -0.957 -0.653 -0.225 0.027
C -2.141 -0.851 -0.526 -0.239
C -0.323 1.490 0.162 0.439
O 0.405 2.230 -0.595 -0.503
H 3.419 -1.088 -0.845 0.238
H -0.218 0.102 1.593 0.273
H -2.826 -1.719 -0.502 0.255
H -1.463 1.702 0.603 0.159



9.
58
Properties=species:S:1:pos:R:3:nbo_charge:R:1 method="wB97M-V/def2-TZVPD" lumo_ev=-3.997 energy_ev=-78082.9470 molar_mass_g_mol=680.81 homo_ev=-10.3 charge=+1 relative_energy_ev=0.000 homo_lumo_gap_ev=6.30
Re -0.446 0.958 0.061 0.909
C 3.808 -2.804 -2.847 -0.626
C 3.524 -2.013 -1.597 -0.070
O 2.076 -2.008 -1.396 -0.844
P 1.452 -1.405 -0.073 1.760
S -0.536 -1.475 -0.300 -0.381
S 2.011 0.498 0.226 -0.447
O 1.982 -2.263 1.139 -0.839
C 1.568 -3.651 1.348 -0.064
C 2.524 -4.612 0.686 -0.642
H 4.876 -2.773 -3.061 0.233
H 3.274 -2.382 -3.698 0.219
H 3.510 -3.846 -2.732 0.220
H 3.850 -0.976 -1.683 0.199
H 3.994 -2.458 -0.719 0.193
H 0.545 -3.766 0.986 0.197
H 1.564 -3.769 2.429 0.205
H 2.477 -4.539 -0.400 0.215
H 2.255 -5.630 0.967 0.237
H 3.546 -4.431 1.017 0.222
C 0.749 1.803 5.041 -0.672
C -0.408 0.913 4.783 0.359
N -1.178 0.387 5.674 -0.227
N -2.082 -0.337 4.954 -0.361
C -1.913 -0.288 3.626 0.241
S -2.824 -1.113 2.491 -0.232
N -0.819 0.534 3.513 -0.240
N -0.127 0.909 2.349 -0.615
H 0.859 1.916 6.115 0.273
H 0.595 2.791 4.602 0.241
H 1.671 1.385 4.634 0.240
H -2.810 -0.854 5.419 0.440
H -0.003 1.923 2.376 0.419
H 0.804 0.486 2.373 0.414
O -2.585 0.980 0.304 -0.763
C -3.478 0.652 -0.785 -0.069
C -3.810 1.928 -1.526 -0.407
C -2.566 2.768 -1.823 -0.460
C -1.541 2.039 -2.645 0.262
C -1.617 2.120 -4.029 -0.239
C -0.697 1.470 -4.827 -0.116
C 0.315 0.755 -4.210 -0.249
C 0.346 0.708 -2.836 0.077
N -0.569 1.307 -2.047 -0.465
H -2.742 0.352 1.071 0.500
H -4.375 0.201 -0.362 0.210
H -2.987 -0.083 -1.429 0.184
H -4.497 2.530 -0.929 0.228
H -4.331 1.662 -2.449 0.222
H -2.128 3.112 -0.891 0.241
H -2.863 3.659 -2.377 0.239
H -2.409 2.713 -4.466 0.234
H -0.760 1.532 -5.905 0.237
H 1.080 0.244 -4.776 0.238
H 1.132 0.174 -2.326 0.222
O 0.619 5.136 0.234 -0.509
C 0.246 4.029 0.310 0.839
N -0.150 2.901 0.417 -0.835